Entry 1:
Computed, not measured: C3H3BrO in the gas phase, with wB97M-V/def2-TZVPD.

Output
Orbital gap, eV: 8.9
Highest occupied orbital energy, eV: -8.8

Last column: Mulliken charge in e.
Atoms and positions in Å:
Br (-1.8008, 1.2882, 0.6036)  -0.149
O (-1.3699, -2.2583, -0.3919)  -0.341
C (-0.9433, -1.2155, -0.1446)  0.664
C (-0.5299, -0.0046, 0.0936)  -0.053
C (0.9078, 0.5425, 0.0030)  -1.157
H (0.9544, 0.9956, -0.9148)  0.338
H (1.2626, 1.0733, 0.7758)  0.415
H (1.5191, -0.4212, -0.0248)  0.282

Entry 2:
Computed, not measured: 2 unconnected molecules or ions with the total composition C3H3BrO, with wB97M-V/def2-TZVPD.

Output
Orbital gap (alpha / beta), eV: 6.8 / 4.8
Highest occupied orbital energy (alpha / beta), eV: -8.6 / -7.7

Last column: Mulliken charge in e.
Atoms and positions in Å:
Br (-2.5641, -1.5433, -1.1865)  -0.535
O (-1.1676, -0.0338, 2.0857)  -0.207
C (-0.0130, 0.5323, -0.1168)  -0.123
C (-0.6642, 0.1862, 1.0461)  0.574
C (1.2471, -0.0230, -0.3275)  -0.658
H (1.6842, -0.7130, 0.2929)  0.293
H (1.9247, 0.2624, -1.1001)  0.283
H (-0.4472, 1.3322, -0.6938)  0.373

Entry 3:
Computed, not measured: C3H3BrO2 in the gas phase, with wB97M-V/def2-TZVPD.

Output
Orbital gap (alpha / beta), eV: 8.3 / 8.1
Highest occupied orbital energy (alpha / beta), eV: -10.2 / -9.8

Last column: Mulliken charge in e.
Atoms and positions in Å:
Br (-1.3688, -1.4874, 0.9718)  0.072
O (-1.0597, 0.6286, -1.1668)  -0.431
O (1.4105, -2.0365, -0.1834)  -0.400
C (1.0897, -0.8838, -0.1933)  0.066
C (-0.1871, -0.3186, 0.3942)  0.240
C (-0.6226, 1.0951, 0.1006)  -0.292
H (0.3622, 1.7032, -0.0782)  0.242
H (1.8009, -0.0199, -0.6138)  0.185
H (-1.4251, 1.3193, 0.7690)  0.318

Entry 4:
Computed, not measured: C3H3BrO2 in the gas phase, with wB97M-V/def2-TZVPD.

Output
Orbital gap, eV: 10.1
Highest occupied orbital energy, eV: -9.5

Last column: Mulliken charge in e.
Atoms and positions in Å:
Br (2.6021, 0.1211, -0.0021)  -0.137
O (0.8448, 1.7978, -1.3663)  -0.391
O (-0.5601, -1.0839, -1.4827)  -0.451
C (-0.8398, -0.3726, 0.8694)  -0.758
C (-0.2842, -0.4235, -0.5347)  0.516
C (0.9690, 0.7896, -0.7806)  0.347
H (-1.7928, 0.2993, 0.7572)  0.271
H (-0.9104, -1.3486, 1.1253)  0.322
H (-0.0288, 0.2207, 1.4145)  0.281

Entry 5:
Computed, not measured: a molecular structure, C3H3BrO2, with wB97M-V/def2-TZVPD.

Output
Orbital gap, eV: 9.9
Highest occupied orbital energy, eV: -9.4

Last column: Mulliken charge in e.
Atoms and positions in Å:
Br (-0.9685, -1.5393, 2.0715)  -0.151
O (1.5346, -0.5870, 1.0956)  -0.357
O (0.3621, 2.2965, 0.7086)  -0.359
C (0.8560, -0.7528, -0.1333)  -0.360
C (0.1948, -0.3784, 1.1156)  0.328
C (-0.3690, 1.4773, 1.1132)  0.110
H (0.7942, -1.7649, -0.5123)  0.271
H (1.0440, 0.0213, -0.8700)  0.205
H (-1.3620, 1.5445, 1.5610)  0.313

Entry 6:
Computed, not measured: C3H3BrS in the gas phase, with wB97M-V/def2-TZVPD.

Output
Orbital gap (alpha / beta), eV: 7.2 / 7.0
Highest occupied orbital energy (alpha / beta), eV: -8.8 / -8.7

Last column: Mulliken charge in e.
Atoms and positions in Å:
Br (-3.0372, 0.5167, 0.0311)  -0.007
S (2.6527, 1.3279, -0.0150)  -0.210
C (-1.3529, -0.1367, 0.0084)  -0.358
C (1.3770, 0.2564, 0.0601)  -0.315
C (0.0226, 0.6749, 0.1106)  -0.071
H (-1.3507, -1.2670, -0.1137)  0.306
H (-0.1335, 1.6936, 0.0509)  0.367
H (1.7338, -0.7870, -0.1868)  0.289

Entry 7:
Computed, not measured: a molecular structure, C3H3CeLiO4, with wB97M-V/def2-TZVPD.

Output
Total charge: +2
<S²>: 2.001
Orbital gap (alpha / beta), eV: 6.8 / 8.2
Highest occupied orbital energy (alpha / beta), eV: -15.0 / -16.6
Multiplicity: 3

Last column: Mulliken charge in e.
Atoms and positions in Å:
Ce (-0.2101, 3.2664, -0.2309)  1.692
O (1.1947, 0.9502, 0.5062)  -0.734
O (0.0136, -3.6547, 1.3715)  -0.727
O (0.2227, -1.0757, 0.8638)  -0.220
O (-0.9732, 0.6548, 0.1649)  -0.772
C (1.3493, -1.7908, 0.7486)  -0.157
C (0.1657, 0.2668, 0.4590)  0.915
C (1.1799, -3.1792, 1.2080)  0.017
Li (-1.4838, -2.6172, 0.9443)  0.916
H (1.9972, -3.8049, 0.7808)  0.417
H (1.8824, -2.1885, 1.9893)  0.222
H (1.9619, -1.5981, -0.1420)  0.431

Entry 8:
Computed, not measured: a molecular structure, C3H3CeO, with wB97M-V/def2-TZVPD.

Output
Total charge: +3
<S²>: 2.063
Orbital gap (alpha / beta), eV: 6.0 / 6.8
Highest occupied orbital energy (alpha / beta), eV: -23.1 / -23.1
Multiplicity: 3

Last column: Mulliken charge in e.
Atoms and positions in Å:
Ce (-1.6102, 0.1947, -1.6517)  2.177
O (0.7636, -1.1610, 0.4462)  -0.177
C (0.5229, 0.0018, 0.2554)  0.513
C (0.7766, 0.9793, 1.3145)  -0.125
C (1.4626, 0.3857, 2.3360)  -0.379
H (0.0760, 1.8015, 1.4449)  0.356
H (1.1912, 0.5984, 3.3720)  0.285
H (2.4096, -0.1260, 2.1556)  0.350

Entry 9:
Computed, not measured: 2 unconnected molecules or ions with the total composition C3H3Cl2F, with wB97M-V/def2-TZVPD.

Output
Orbital gap, eV: 11.0
Highest occupied orbital energy, eV: -10.4

Last column: Mulliken charge in e.
Atoms and positions in Å:
Cl (0.7544, 2.0209, 2.5106)  -0.170
Cl (-0.7178, -0.3541, 2.6598)  -0.142
F (0.4084, -2.0560, 0.0375)  -0.361
C (-1.2927, 1.5350, -0.4639)  -0.001
C (-0.5406, 1.0983, 0.4016)  -0.622
C (0.2053, 0.6206, 1.5507)  0.204
H (0.8123, -2.8495, -0.2616)  0.371
H (-1.6536, 2.1449, -1.1948)  0.457
H (1.0865, 0.1140, 1.3603)  0.264

Entry 10:
Computed, not measured: a molecular structure, C3H3Cl2InNO3Tm, with wB97M-V/def2-TZVPD.

Output
Total charge: +4
<S²>: 2.325
Orbital gap (alpha / beta), eV: 6.0 / 6.3
Highest occupied orbital energy (alpha / beta), eV: -27.3 / -27.5
Multiplicity: 3

Last column: Mulliken charge in e.
Atoms and positions in Å:
Tm (-0.5333, -0.1611, -1.6988)  1.550
In (0.7855, 0.0600, 1.1227)  1.208
Cl (-1.2663, -2.1357, -0.1538)  -0.022
Cl (-1.0115, 2.0742, -0.5693)  -0.124
O (0.8502, 1.7313, -4.4147)  0.167
O (0.6977, -2.8842, -3.6530)  0.164
O (2.0904, 2.8558, 2.2947)  0.071
N (-0.8305, -0.5370, 2.7104)  -0.709
C (1.5644, 1.8742, 1.9838)  0.531
C (0.3750, -1.9632, -3.0459)  0.024
C (0.4685, 1.0691, -3.5336)  -0.044
H (-1.8117, -0.4249, 2.4618)  0.379
H (-0.6853, -0.0314, 3.5894)  0.391
H (-0.6930, -1.5274, 2.9063)  0.414

For each record above, in turn, the calculated strongest force on any atom values are 6.42 4.95 3.80 5.46 4.22 7.61 5.42 5.23 5.06 7.93 eV/A.
For each record above, in turn, the calculated energy above the lowest of the compared OMol25 structures with the same formula, charge and spin values are 59.9 211.9 323.5 46.4 214.8 127.5 217.3 0.0 170.0 169.2 kJ/mol.